--- 1 ---
{"formula": "C4H5BrO2", "method": "ωB97M-V/def2-TZVPD", "smiles": "CC(=O)[C@@]1(Br)CO1", "homo_ev": -9.73, "gap_ev": 10.35, "species": ["C", "C", "O", "C", "Br", "C", "O", "H", "H", "H", "H", "H"], "xyz": [[-1.322, 0.528, 0.758], [-0.731, -0.476, -0.123], [-0.963, -1.635, -0.142], [0.323, 0.067, -1.099], [0.809, 1.829, -1.468], [1.618, -1.028, -1.259], [0.578, -0.847, -2.214], [-2.195, 0.291, 1.493], [-1.513, 1.406, 0.065], [-0.430, 0.969, 1.399], [2.626, -0.637, -1.567], [1.548, -1.960, -0.611]], "lowdin_charge": [-0.05, -0.52, 0.13, -0.73, 0.82, -0.07, -0.13, 0.12, 0.07, 0.13, 0.11, 0.13]}

***

--- 2 ---
{"formula": "C4H5BrO2", "method": "ωB97M-V/def2-TZVPD", "smiles": "C/C(O)=C(\\Br)C=O", "homo_ev": -9.22, "gap_ev": 9.39, "species": ["C", "C", "O", "C", "Br", "C", "O", "H", "H", "H", "H", "H"], "xyz": [[1.179, -1.148, 0.039], [0.313, -0.012, 0.370], [0.310, 0.349, 1.675], [-0.530, 0.589, -0.555], [-0.242, -0.057, -2.492], [-1.666, 1.458, -0.379], [-2.309, 1.815, -1.319], [0.607, -2.099, -0.236], [1.731, -1.320, 0.969], [1.931, -0.919, -0.873], [0.637, -0.303, 2.216], [-1.961, 1.647, 0.586]], "lowdin_charge": [-0.10, -0.41, 0.10, -0.40, 0.65, -0.34, 0.02, 0.12, 0.07, 0.12, 0.06, 0.10]}

***

Q: What are the energies relative to the best structure? A: 1 0.0316; 2 0.0000, in hartree.

***

--- 1 ---
{"formula": "C4H10O", "method": "ωB97M-V/def2-TZVPD", "smiles": "COC(C)C", "homo_ev": -9.73, "gap_ev": 10.89, "species": ["C", "O", "C", "C", "C", "H", "H", "H", "H", "H", "H", "H", "H", "H", "H"], "xyz": [[-1.910, -0.649, 0.353], [-0.645, -0.318, 0.862], [0.358, -0.168, -0.131], [0.260, 1.199, -0.804], [1.695, -0.353, 0.571], [-2.618, -0.591, 1.184], [-1.927, -1.671, -0.057], [-2.243, 0.043, -0.434], [0.233, -0.958, -0.892], [0.419, 1.989, -0.061], [-0.721, 1.355, -1.265], [1.017, 1.301, -1.589], [2.527, -0.160, -0.113], [1.790, -1.369, 0.965], [1.765, 0.348, 1.410]], "lowdin_charge": [-0.12, -0.18, -0.48, -0.05, -0.05, 0.09, 0.09, 0.08, 0.14, 0.09, 0.07, 0.08, 0.08, 0.08, 0.09]}

***

--- 2 ---
{"formula": "C4H10O", "method": "ωB97M-V/def2-TZVPD", "smiles": "C=CC.CO", "homo_ev": -9.38, "gap_ev": 10.26, "species": ["C", "C", "C", "H", "H", "H", "H", "H", "H", "C", "O", "H", "H", "H", "H"], "xyz": [[-1.512, 0.638, -1.344], [-0.200, 0.684, -1.124], [0.510, 1.764, -0.365], [-1.970, -0.176, -1.900], [-2.177, 1.419, -0.979], [0.432, -0.124, -1.494], [1.230, 2.286, -1.008], [-0.193, 2.505, 0.032], [1.073, 1.322, 0.464], [0.114, -1.786, 1.287], [1.316, -1.130, 0.931], [-0.086, -1.736, 2.366], [0.111, -2.841, 0.976], [-0.690, -1.267, 0.759], [2.042, -1.560, 1.397]], "lowdin_charge": [-0.03, -0.27, -0.11, 0.05, 0.05, 0.09, 0.07, 0.07, 0.06, -0.16, -0.13, 0.08, 0.08, 0.06, 0.08]}

***

--- 3 ---
{"formula": "C4H10O", "method": "ωB97M-V/def2-TZVPD", "smiles": "C=O.CCC", "homo_ev": -10.34, "gap_ev": 10.90, "species": ["C", "O", "H", "H", "C", "C", "C", "H", "H", "H", "H", "H", "H", "H", "H"], "xyz": [[1.833, -2.889, 5.098], [1.297, -2.762, 6.219], [2.672, -2.106, 4.848], [1.573, -3.546, 4.359], [0.076, 1.903, -2.479], [-1.261, 1.286, -1.865], [-0.979, 0.001, -1.162], [0.998, 1.421, -2.409], [0.013, 2.962, -2.354], [-0.240, 1.645, -3.492], [-2.026, 1.097, -2.612], [-1.447, 1.993, -1.075], [-1.925, -0.472, -0.743], [-0.466, -0.665, -1.919], [-0.119, 0.131, -0.413]], "lowdin_charge": [-0.10, -0.04, 0.11, 0.04, -0.09, -0.33, -0.17, 0.04, 0.06, 0.06, 0.10, 0.08, 0.09, 0.08, 0.09]}

***

Q: What are the energies relative to the best structure? A: 1 0.0000; 2 0.0293; 3 0.0712, in hartree.

***

--- 1 ---
{"formula": "C3H7NO", "method": "ωB97M-V/def2-TZVPD", "smiles": "OC1CNC1", "homo_ev": -9.49, "gap_ev": 10.45, "species": ["O", "C", "C", "N", "C", "H", "H", "H", "H", "H", "H", "H"], "xyz": [[0.802, 0.580, 1.278], [-0.205, 0.921, 0.198], [-0.892, -0.595, 0.410], [0.128, -1.077, -0.626], [0.156, 0.297, -1.141], [1.439, 0.024, 0.649], [-0.672, 1.842, 0.312], [-0.980, -0.984, 1.413], [-1.923, -0.695, 0.214], [-0.214, -1.553, -1.408], [1.261, 0.221, -1.761], [-0.577, 0.302, -2.060]], "lowdin_charge": [-0.13, -0.19, -0.11, -0.08, -0.24, 0.13, 0.10, 0.09, 0.07, 0.06, 0.16, 0.13]}

***

--- 2 ---
{"formula": "C3H7NO", "method": "ωB97M-V/def2-TZVPD", "smiles": "C/C=N/OC", "homo_ev": -9.43, "gap_ev": 10.42, "species": ["C", "C", "N", "O", "C", "H", "H", "H", "H", "H", "H", "H"], "xyz": [[2.284, 0.154, 0.004], [0.786, 0.341, 0.003], [0.131, -0.735, 0.071], [-1.228, -0.708, -0.079], [-1.945, 0.596, 0.027], [2.461, -0.592, -0.835], [2.764, 1.148, -0.191], [2.688, -0.282, 0.942], [0.408, 1.402, -0.210], [-1.487, 1.143, 0.895], [-1.703, 1.129, -0.880], [-2.977, 0.319, 0.208]], "lowdin_charge": [-0.10, -0.25, 0.00, -0.21, -0.06, 0.09, 0.07, 0.08, 0.13, 0.09, 0.07, 0.08]}

***

--- 3 ---
{"formula": "C3H7NO", "method": "ωB97M-V/def2-TZVPD", "homo_ev": -8.94, "gap_ev": 7.51, "species": ["C", "C", "C", "N", "O", "H", "H", "H", "H", "H", "H", "H"], "xyz": [[0.958, -0.555, -1.206], [0.398, 0.541, -0.597], [-0.900, 0.022, 0.658], [-1.029, 0.944, 1.514], [-0.452, -1.287, 1.157], [2.050, -0.466, -1.223], [0.774, -0.807, -2.249], [0.203, -1.339, 0.453], [1.030, 1.137, 0.048], [-0.298, 1.205, -1.101], [-0.925, 0.659, 2.488], [-1.810, -0.055, 0.060]], "lowdin_charge": [-0.04, -0.17, -0.47, 0.15, -0.05, 0.07, 0.06, 0.01, 0.10, 0.11, 0.08, 0.16]}

***

Q: What are the energies relative to the best structure? A: 1 0.0523; 2 0.0000; 3 0.0878, in hartree.